Density functional theory data (ωB97M-V/def2-TZVPD) for an isolated molecule of C4H8N4.

Geometry as XYZ:
```
16
C4H8N4 (ωB97M-V/def2-TZVPD)
H -2.07 -1.60 0.63
N -1.46 -2.34 0.21
C -0.36 -1.87 -0.24
N 0.06 -0.58 -0.26
C 1.34 -0.27 -0.73
N 2.07 -1.02 -1.48
H 3.01 -0.64 -1.49
N -0.81 0.30 0.35
C -0.51 1.30 1.32
C -0.81 1.64 -0.08
H 0.34 -2.52 -0.77
H 1.76 0.59 -0.14
H 0.54 1.34 1.69
H -1.24 1.56 2.09
H -1.79 2.09 -0.31
H -0.06 2.00 -0.79
```

The relative energy (zero: lowest compared OMol25 entry of this formula, charge and spin) comes out at 329.5 kJ/mol. The total energy comes out at -376.1230 hartree. The spin multiplicity is 1. Its total charge is 0. For the frontier orbital gap, the calculation gives 9.755 eV.